Entry 1:
Here is a single C20H21Cl2N3O2 molecule at a distorted geometry from the OMol25 dataset. Energies are from ωB97M-V/def2-TZVPD.

```
48
C20H21Cl2N3O2 ωB97M-V/def2-TZVPD
O -2.984 -1.031 -1.069
O -2.883 3.022 -2.246
Cl 1.413 -0.729 6.049
Cl 1.833 -3.622 4.593
C -2.082 -0.857 -0.280
C -2.877 2.031 -1.517
C 3.163 2.224 -1.338
C 3.123 1.155 -2.216
C 1.186 0.311 3.540
C 1.058 0.144 2.118
C 1.382 -2.210 2.356
C 2.033 2.599 -0.839
C 1.896 0.508 -2.565
C 1.379 -0.893 4.301
C 1.501 -2.157 3.762
C 1.171 -1.112 1.506
C 0.778 2.139 -1.153
C 0.719 1.067 -2.074
N -4.183 1.652 -1.237
N 0.922 -1.256 0.142
N -1.412 0.350 -0.131
C -1.916 -2.051 0.659
C -0.575 2.722 -0.767
C -0.772 0.938 -2.385
C 0.460 -2.490 -0.446
C -0.847 -3.130 0.110
C -1.484 1.473 -1.151
H 4.181 2.687 -1.025
H 4.024 0.778 -2.535
H 1.080 1.332 4.017
H 0.891 0.989 1.440
H 1.293 -3.261 1.963
H 2.189 3.449 -0.246
H 1.741 -0.324 -3.191
H -4.341 0.832 -0.825
H -4.922 2.384 -1.342
H 0.829 -0.404 -0.416
H -0.861 0.540 0.703
H -1.352 -1.755 1.550
H -2.841 -2.609 0.845
H -0.805 3.686 -1.319
H -0.600 2.767 0.291
H -1.020 -0.125 -2.502
H -1.042 1.516 -3.279
H 1.179 -3.298 -0.463
H 0.172 -2.301 -1.492
H -1.191 -3.742 -0.737
H -0.608 -3.937 0.841
```

## Properties
calculated total energy: -54689.715 eV
net charge: 0
SMILES: NC(=O)C1(NC(=O)CCCNc2ccc(Cl)c(Cl)c2)Cc2ccccc2C1
HOMO-LUMO gap: 8.73 eV



Entry 2:
Here is a single FPS molecule at a distorted geometry from the OMol25 dataset. Energies are from ωB97M-V/def2-TZVPD.

```
3
FPS ωB97M-V/def2-TZVPD
F -1.186 0.512 0.002
P -0.263 -0.768 -0.001
S 1.449 0.256 -0.001
```

## Properties
calculated total energy: -22841.949 eV
net charge: 0
SMILES: FP=S
HOMO-LUMO gap: 8.20 eV



Entry 3:
Here is a molecular structure, C20H17Br2INO3Pt at a distorted geometry from the OMol25 dataset. Energies are from ωB97M-V/def2-TZVPD.

```
45
C20H17Br2INO3Pt ωB97M-V/def2-TZVPD
Pt -0.067 0.836 0.922
C -0.257 -1.647 -5.585
O -0.978 -0.431 -5.596
C -1.148 0.242 -4.457
C -1.878 1.449 -4.548
C -2.102 2.213 -3.434
C -1.624 1.873 -2.153
C -1.913 2.691 -0.996
C -2.681 3.983 -1.121
O -1.575 2.406 0.164
C -0.878 0.634 -2.050
O -0.366 0.128 -0.987
C -0.681 -0.146 -3.218
H -0.261 -1.996 -6.614
H -0.740 -2.389 -4.946
H 0.774 -1.494 -5.256
H -2.257 1.742 -5.514
H -2.680 3.111 -3.574
H -3.015 4.216 -2.121
H -2.050 4.790 -0.754
H -3.543 3.924 -0.458
H -0.119 -1.056 -3.071
Br 2.056 -3.582 4.491
C 2.617 -3.934 2.719
C 3.466 -5.003 2.481
C 3.898 -5.270 1.194
C 3.507 -4.452 0.145
C 2.649 -3.388 0.377
C 2.190 -3.145 1.658
I 0.717 -1.612 2.025
H 3.768 -5.618 3.316
H 4.539 -6.119 1.019
H 3.857 -4.645 -0.859
H 2.332 -2.752 -0.436
Br 2.212 2.009 2.491
C 0.628 2.075 3.535
C 0.588 2.567 4.825
C -0.653 2.647 5.440
C -1.782 2.236 4.743
C -1.632 1.710 3.472
N -0.442 1.630 2.885
H 1.492 2.874 5.325
H -0.735 3.033 6.444
H -2.762 2.313 5.182
H -2.470 1.348 2.892
```

## Properties
calculated total energy: -180073.133 eV
net charge: +1
HOMO-LUMO gap: 5.85 eV



Looking at E_LUMO for the records above, in order, we have 0.584 -1.597 -4.735 eV.
Looking at energy above the lowest of the compared OMol25 structures with the same formula, charge and spin for the records above, in order, we have 268.5 0.0 220.8 kJ/mol.
Looking at highest occupied orbital energy for the records above, in order, we have -8.148 -9.801 -10.588 eV.